(1)
193
Properties=species:S:1:pos:R:3:lowdin_charge:R:1 method="wB97M-V/def2-TZVPD" homo_energy_ev=-9.03 de_lowest_kj_mol=810.13 energy_ev=-90650.2208 gap_ha=0.3389 total_charge=0
C -4.19522 3.33188 -10.60667 -0.079
C -4.53446 4.24999 -9.48620 -0.399
C -3.44060 5.31561 -8.90924 -0.207
O -2.27651 4.68006 -8.51761 -0.197
C -2.25457 4.19577 -7.16086 -0.074
N -5.79395 5.03093 -9.67466 0.021
H -3.12624 3.14012 -10.69937 0.077
H -4.39095 3.82307 -11.55983 0.074
H -4.68021 2.35712 -10.65875 0.079
H -4.66156 3.63099 -8.59807 0.112
H -3.87987 5.95560 -8.14402 0.114
H -3.18556 6.06853 -9.65500 0.115
H -2.70744 4.86288 -6.42739 0.086
H -1.24711 3.94162 -6.83143 0.087
H -2.88407 3.31020 -7.24802 0.078
H -5.61471 5.79961 -10.30481 0.059
H -6.34851 4.45078 -10.28784 0.055
C -0.47711 -11.39699 0.32347 -0.076
C 0.55214 -11.86772 1.27257 -0.449
C 1.12361 -13.33827 1.02222 -0.172
O 2.30409 -13.68546 1.75265 -0.222
C 2.62365 -15.06384 1.84267 -0.102
N 1.68701 -10.96564 1.26527 0.028
H -0.04303 -11.38813 -0.67632 0.080
H -0.84114 -10.38668 0.51019 0.084
H -1.31570 -12.09030 0.25874 0.080
H 0.22796 -11.85481 2.31317 0.134
H 1.30426 -13.56355 -0.02884 0.125
H 0.35076 -13.95537 1.48046 0.112
H 1.69361 -15.58633 2.06655 0.075
H 3.30790 -15.24129 2.67238 0.092
H 2.90869 -15.47930 0.87611 0.085
H 2.40604 -11.37667 1.84333 0.059
H 2.15648 -11.18713 0.39887 0.067
C 8.47014 -6.51655 -1.87423 -0.051
C 7.50409 -6.55300 -0.62695 -0.490
C 7.81740 -5.55198 0.45460 -0.215
O 6.76316 -5.10784 1.29284 -0.200
C 7.06016 -4.23986 2.40113 -0.081
N 6.26186 -6.42964 -1.23885 0.038
H 8.25070 -7.43391 -2.42050 0.075
H 9.50693 -6.61870 -1.55373 0.068
H 8.28525 -5.61992 -2.46580 0.076
H 7.61650 -7.54579 -0.19123 0.134
H 8.22035 -4.64945 -0.00494 0.123
H 8.65535 -6.04369 0.94874 0.125
H 7.29128 -3.25469 1.99601 0.083
H 7.80527 -4.61194 3.10432 0.086
H 6.10553 -4.12575 2.91471 0.084
H 5.73743 -6.18107 -0.41225 0.067
H 6.27934 -5.50669 -1.64866 0.078
C 0.35722 -6.74642 6.11841 -0.085
C -0.72589 -6.64714 7.09005 -0.449
C -1.23152 -8.02657 7.67422 -0.183
O -0.28545 -8.68951 8.54482 -0.175
C -0.90223 -9.83851 9.07963 -0.130
N -0.34206 -5.67572 8.12840 0.033
H 0.05288 -7.16354 5.15848 0.082
H 1.14494 -7.36967 6.54169 0.088
H 0.78539 -5.78444 5.83669 0.081
H -1.64352 -6.19753 6.71070 0.130
H -1.44328 -8.61661 6.78252 0.116
H -2.23378 -7.93470 8.09270 0.112
H -0.82737 -10.65716 8.36386 0.088
H -1.94530 -9.74497 9.38188 0.082
H -0.37381 -10.10782 9.99416 0.087
H -1.13163 -5.53371 8.74202 0.065
H 0.24195 -6.23095 8.73731 0.060
C 0.76132 9.38665 -3.53348 -0.068
C 1.40689 10.75090 -3.32579 -0.429
C 0.90106 11.49710 -2.08734 -0.195
O 0.86552 12.94615 -2.26396 -0.205
C 0.35305 13.64978 -1.15367 -0.118
N 2.85979 10.67615 -3.17804 0.035
H 1.06945 8.60239 -2.84204 0.073
H 0.96137 8.94820 -4.51115 0.075
H -0.32207 9.44675 -3.42979 0.072
H 1.07642 11.38477 -4.14865 0.140
H 1.39273 11.13753 -1.18342 0.122
H -0.16732 11.31890 -1.96527 0.113
H -0.71156 13.72612 -1.37475 0.083
H 0.86452 14.61158 -1.11597 0.088
H 0.36719 13.09812 -0.21368 0.081
H 3.20146 11.62600 -3.14401 0.068
H 3.01946 10.27313 -2.26580 0.064
C -1.39778 -7.85691 -6.85498 -0.062
C -2.09975 -9.06747 -7.54455 -0.416
C -2.65139 -8.67704 -8.95084 -0.228
O -3.77703 -7.81341 -8.94702 -0.203
C -4.14561 -7.25568 -10.26130 -0.064
N -1.18218 -10.21734 -7.58030 0.033
H -0.42080 -7.60493 -7.26741 0.078
H -1.28949 -8.06922 -5.79135 0.070
H -2.03627 -6.97485 -6.80595 0.072
H -3.02214 -9.42382 -7.08595 0.128
H -2.92311 -9.53249 -9.56929 0.125
H -1.79692 -8.16557 -9.39398 0.112
H -4.59737 -8.01000 -10.90552 0.074
H -3.23047 -6.91883 -10.74827 0.083
H -5.00281 -6.59661 -10.12368 0.085
H -0.67405 -9.98807 -8.42252 0.057
H -0.44526 -9.99567 -6.92615 0.057
C -0.24774 10.33007 4.45122 -0.058
C -0.09776 8.83237 4.69759 -0.521
C -0.52988 8.02695 3.52446 -0.201
O -1.71901 8.51038 2.88155 -0.175
C -2.14559 7.56321 1.90261 -0.113
N 1.18618 8.62984 5.11761 0.024
H 0.22984 10.97450 5.18926 0.075
H -1.30525 10.51985 4.26747 0.075
H 0.29743 10.65229 3.56405 0.077
H -0.69766 8.63109 5.58512 0.139
H -0.71155 7.03744 3.94394 0.121
H 0.23077 7.84738 2.76469 0.132
H -2.44189 6.64415 2.40820 0.085
H -1.54938 7.31250 1.02523 0.086
H -3.04986 7.99358 1.47230 0.085
H 1.33844 7.63287 5.17207 0.081
H 1.40693 8.93063 6.05617 0.091
C 7.22041 10.91971 0.55191 -0.064
C 6.36937 11.16477 1.83623 -0.418
C 5.68857 12.54134 2.01435 -0.205
O 6.57818 13.66795 2.21114 -0.179
C 5.79801 14.86818 1.93985 -0.105
N 5.29709 10.25532 1.56913 0.002
H 8.06994 11.60181 0.58582 0.062
H 6.70998 11.25386 -0.35137 0.075
H 7.69409 9.94815 0.41121 0.071
H 6.90352 11.00198 2.77233 0.134
H 5.00286 12.51316 2.86118 0.118
H 5.02318 12.72128 1.16998 0.115
H 6.38369 15.75266 2.19042 0.078
H 4.92234 15.02041 2.57083 0.084
H 5.64365 14.95678 0.86448 0.087
H 4.50921 10.44138 2.17306 0.066
H 5.53759 9.33069 1.89674 0.079
C 2.40263 1.56259 1.65519 -0.058
C 2.01324 0.56912 0.48443 -0.435
C 1.43128 -0.76139 0.93699 -0.217
O 0.99683 -1.31923 -0.27889 -0.228
C 0.77810 -2.81776 -0.31946 -0.037
N 1.13633 1.41719 -0.32028 0.042
H 2.60507 2.59096 1.35590 0.069
H 3.25055 1.22989 2.25388 0.065
H 1.69068 1.55029 2.48047 0.070
H 2.90103 0.25533 -0.06463 0.129
H 0.52773 -0.64065 1.53458 0.129
H 2.25186 -1.37415 1.31020 0.127
H -0.03032 -3.13885 0.33740 0.076
H 1.67672 -3.38525 -0.07750 0.077
H 0.47071 -3.08519 -1.33044 0.076
H 1.80420 2.17467 -0.33722 0.052
H 1.25865 0.90965 -1.18489 0.064
C -3.77694 1.09271 5.42744 -0.083
C -3.67677 -0.31612 5.99149 -0.445
C -4.56440 -1.31905 5.18644 -0.151
O -4.81761 -2.46863 6.04778 -0.208
C -5.54335 -3.47628 5.45598 -0.155
N -2.29255 -0.69833 6.03246 0.038
H -3.21625 1.21886 4.50126 0.070
H -3.32671 1.82189 6.10101 0.076
H -4.73985 1.47234 5.08569 0.075
H -4.10896 -0.20105 6.98551 0.138
H -4.12454 -1.50181 4.20603 0.128
H -5.57091 -0.90386 5.23801 0.121
H -6.52696 -3.10029 5.17450 0.080
H -5.71221 -4.27029 6.18340 0.090
H -5.11188 -3.81394 4.51369 0.084
H -1.88096 -0.77529 5.11334 0.071
H -2.16759 -1.56449 6.53669 0.073
C -5.82240 -2.02155 -1.48632 -0.092
C -6.12200 -0.58895 -1.75277 -0.428
C -6.50095 0.24954 -0.47266 -0.173
O -7.58303 -0.33325 0.24895 -0.201
C -8.86354 -0.08784 -0.26887 -0.122
N -4.96991 0.03747 -2.40973 0.025
H -5.23368 -2.36159 -0.63433 0.082
H -5.35771 -2.55644 -2.31459 0.077
H -6.76017 -2.55695 -1.33788 0.073
H -6.95496 -0.59926 -2.45574 0.132
H -6.70331 1.28594 -0.74290 0.114
H -5.65915 0.25056 0.21977 0.121
H -9.50064 -0.28161 0.59406 0.085
H -9.16735 -0.77492 -1.05862 0.086
H -9.03109 0.97357 -0.45168 0.088
H -4.92695 -0.03748 -3.41603 0.067
H -4.14978 -0.44064 -2.06492 0.064
O 1.33245 2.54523 8.47708 -0.057
H 1.28869 1.96783 9.23927 0.028
H 0.80986 2.10116 7.80929 0.027
O 4.03865 -2.72675 -3.43160 -0.050
H 3.33048 -2.56381 -2.80856 0.016
H 3.87175 -2.11623 -4.14968 0.030



(2)
198
Properties=species:S:1:pos:R:3:lowdin_charge:R:1 method="wB97M-V/def2-TZVPD" homo_energy_ev=-8.42 energy_ev=-179106.9544 gap_ha=0.3170 total_charge=0
K 1.52344 -2.44718 0.98151 0.447
Br 0.86448 0.55731 1.15331 -0.085
C 3.80268 -5.48831 -2.45229 -0.064
C 2.65860 -5.05814 -1.59146 -0.430
C 2.65953 -5.82935 -0.27343 -0.176
O 1.57729 -5.61568 0.66032 -0.193
C 0.37789 -6.31956 0.45263 -0.114
N 2.65474 -3.60062 -1.30656 0.006
H 3.74789 -6.55650 -2.62345 0.076
H 4.74045 -5.31229 -1.88807 0.095
H 3.85910 -4.99559 -3.43276 0.072
H 1.69204 -5.28715 -2.16102 0.155
H 3.48495 -5.51682 0.32610 0.104
H 2.84959 -6.83652 -0.55622 0.116
H -0.36252 -6.01436 1.18533 0.073
H 0.35087 -7.46031 0.52741 0.109
H -0.08047 -6.07347 -0.53083 0.082
H 2.70163 -3.10385 -2.16992 0.005
H 3.47206 -3.38275 -0.69293 0.055
C -1.31388 -0.03598 6.78360 -0.053
C -1.37597 -0.60079 5.39323 -0.446
C -2.30963 0.13522 4.42981 -0.197
O -3.65339 0.20906 4.90693 -0.190
C -4.44120 1.11021 4.24312 -0.150
N -0.05105 -0.67508 4.79476 0.053
H -1.07602 1.02469 6.68848 0.081
H -0.52011 -0.57667 7.35246 0.091
H -2.28460 -0.10681 7.29197 0.084
H -1.75432 -1.64785 5.47593 0.126
H -2.19076 -0.19235 3.34840 0.127
H -1.97774 1.17160 4.56226 0.103
H -4.80895 0.64473 3.24249 0.110
H -3.95154 2.09067 4.04816 0.083
H -5.39143 1.33013 4.80347 0.096
H 0.56619 -1.08964 5.44140 0.062
H 0.28406 0.24767 4.49328 0.069
C 6.40159 0.29259 -0.58951 -0.054
C 5.16124 -0.22183 -1.27067 -0.415
C 5.52118 -1.50404 -2.04466 -0.194
O 6.50454 -0.99294 -2.97048 -0.197
C 7.15406 -2.03595 -3.62228 -0.121
N 4.10835 -0.63623 -0.29375 0.064
H 6.24584 1.00712 0.19350 0.070
H 7.16065 0.67387 -1.27955 0.084
H 6.92088 -0.54953 -0.12979 0.079
H 4.80241 0.49000 -2.01700 0.115
H 4.62926 -1.92706 -2.61740 0.116
H 6.00022 -2.20056 -1.30371 0.135
H 6.50455 -2.64197 -4.26860 0.090
H 7.74259 -2.62588 -2.96982 0.076
H 7.87794 -1.58477 -4.23677 0.074
H 3.66549 0.10016 0.22634 0.005
H 3.30187 -1.02872 -0.81161 0.046
C -0.50046 3.34177 -3.98621 -0.076
C 0.60366 4.35169 -3.86390 -0.429
C 1.95993 3.57951 -3.73808 -0.154
O 1.86759 2.56350 -2.70445 -0.248
C 2.85831 2.70484 -1.65744 -0.092
N 0.77403 5.00062 -5.13291 0.024
H -0.24561 2.46214 -4.62630 0.104
H -1.35945 3.81342 -4.40764 0.061
H -0.87001 2.97824 -3.02649 0.068
H 0.44494 4.96654 -3.00849 0.118
H 2.76371 4.22237 -3.52715 0.102
H 2.10108 3.04130 -4.65948 0.115
H 2.56544 1.84326 -1.02998 0.028
H 2.71417 3.60497 -1.02130 0.095
H 3.97419 2.62735 -1.92724 0.104
H -0.04487 5.51039 -5.48954 0.087
H 1.58079 5.59717 -5.23067 0.072
C -2.11268 5.86612 -1.27151 -0.051
C -1.93907 5.50535 0.18560 -0.448
C -3.06329 4.58899 0.60706 -0.234
O -4.32479 5.18858 0.59098 -0.202
C -5.44039 4.57024 1.18704 -0.107
N -0.74457 4.73193 0.36662 0.050
H -1.82031 5.11790 -2.00637 0.054
H -1.42627 6.70357 -1.48819 0.086
H -3.14018 6.08324 -1.48786 0.068
H -1.89670 6.37988 0.84411 0.143
H -2.93296 4.22542 1.64358 0.105
H -3.03463 3.64055 -0.05815 0.149
H -5.19181 4.03800 2.14207 0.087
H -5.96518 3.86000 0.48862 0.084
H -6.10722 5.40483 1.45827 0.086
H -0.61671 4.45504 1.32224 0.037
H -0.84771 3.85246 -0.13603 0.068
C -3.05638 -1.56837 -1.20070 -0.026
C -2.20574 -2.83852 -1.20202 -0.385
C -2.36563 -3.56874 -2.49731 -0.220
O -3.70880 -4.01688 -2.60456 -0.187
C -4.00632 -4.44035 -3.92151 -0.101
N -0.76913 -2.54243 -0.98531 0.055
H -4.07996 -1.83999 -0.98468 0.062
H -3.00413 -0.92301 -2.06946 0.071
H -2.70597 -0.85025 -0.45328 0.079
H -2.45041 -3.43703 -0.35881 0.112
H -1.72087 -4.42708 -2.57823 0.111
H -2.17409 -2.96513 -3.37884 0.123
H -3.93004 -3.57386 -4.58834 0.093
H -5.03629 -4.67114 -3.88826 0.070
H -3.39238 -5.33098 -4.17311 0.101
H -0.44606 -1.79650 -1.63077 0.051
H -0.22412 -3.35720 -1.19773 0.034
C -0.00961 8.31781 4.33438 -0.066
C 0.31197 6.94524 3.82901 -0.373
C 1.59872 6.97761 3.01032 -0.222
O 1.36615 7.84980 1.91647 -0.181
C 2.58696 8.21261 1.44091 -0.162
N 0.45111 5.81397 4.92165 0.064
H 0.91157 8.74092 4.66774 0.068
H -0.76782 8.23928 5.11919 0.081
H -0.38203 8.98953 3.52237 0.100
H -0.49006 6.61404 3.18032 0.124
H 1.81209 6.00028 2.50821 0.135
H 2.53145 7.32001 3.60699 0.148
H 3.20675 8.75654 2.11479 0.079
H 2.32384 8.81504 0.61672 0.081
H 3.16074 7.33515 1.07457 0.104
H -0.40532 5.79617 5.35034 0.025
H 1.13086 6.16821 5.60756 0.084
C -8.49690 1.24414 -1.75846 -0.078
C -7.25916 0.52723 -2.15485 -0.510
C -6.16149 1.50485 -2.42929 -0.285
O -5.20982 0.88721 -3.18293 -0.167
C -4.04968 1.67928 -3.24303 -0.112
N -6.77828 -0.49916 -1.27315 0.064
H -8.26555 1.86456 -0.85140 0.092
H -9.32170 0.47603 -1.49651 0.102
H -8.93668 1.88027 -2.55001 0.085
H -7.43379 0.03949 -3.14791 0.147
H -5.77418 1.77030 -1.40922 0.135
H -6.51500 2.44746 -2.90231 0.139
H -3.20574 1.15327 -3.68132 0.083
H -3.68608 1.81475 -2.22281 0.074
H -4.22966 2.69261 -3.65014 0.099
H -7.58121 -1.07581 -0.97717 0.089
H -6.03800 -1.04537 -1.60888 0.034
C -1.79251 -4.12589 3.70973 -0.050
C -1.97138 -3.23187 2.52501 -0.426
C -3.24725 -2.45037 2.76672 -0.224
O -4.27822 -3.34374 2.63251 -0.147
C -5.52084 -2.84726 2.39985 -0.129
N -0.82373 -2.34859 2.42930 -0.002
H -1.80662 -3.49668 4.56869 0.055
H -0.80297 -4.64436 3.81269 0.088
H -2.57088 -4.81866 3.77256 0.066
H -2.10419 -3.94268 1.70216 0.125
H -3.28908 -1.65066 1.98066 0.137
H -3.20329 -1.99380 3.72471 0.094
H -6.31803 -3.55970 2.30912 0.083
H -5.58096 -2.19787 1.50239 0.088
H -5.83900 -2.17367 3.17883 0.081
H -0.84528 -1.60791 1.76269 -0.042
H -0.62739 -1.92570 3.36810 0.042
C 3.01546 -0.59085 -4.96636 -0.028
C 2.27379 -1.90423 -5.23748 -0.439
C 3.15776 -2.99221 -5.78766 -0.209
O 3.42165 -2.75907 -7.21137 -0.184
C 3.32775 -4.04502 -7.89916 -0.097
N 1.68549 -2.41968 -4.00501 0.039
H 3.24922 -0.09488 -5.90432 0.083
H 3.92558 -0.73807 -4.33615 0.076
H 2.41038 0.16232 -4.45748 0.061
H 1.58259 -1.70760 -6.06245 0.139
H 2.56601 -3.89337 -5.60965 0.105
H 4.04804 -3.03586 -5.13859 0.111
H 4.04531 -4.79105 -7.61111 0.072
H 3.42812 -3.80166 -9.01480 0.108
H 2.30431 -4.38357 -7.76757 0.074
H 1.32242 -1.70041 -3.32963 0.062
H 0.92906 -3.11643 -4.14406 0.093
C 4.37426 -1.36508 3.43878 -0.067
C 4.28479 -2.85834 3.44661 -0.435
C 3.25109 -3.43768 4.41000 -0.246
O 3.30750 -4.82549 4.28965 -0.176
C 2.39701 -5.43464 5.20655 -0.084
N 4.00874 -3.36625 2.07047 0.034
H 4.22113 -0.95136 4.41372 0.073
H 3.55255 -0.97931 2.83700 0.056
H 5.34652 -1.03966 3.02029 0.095
H 5.30909 -3.15668 3.92434 0.164
H 2.27413 -3.00508 4.20156 0.118
H 3.62901 -3.03461 5.43347 0.154
H 1.36021 -5.29745 4.89013 0.071
H 2.50611 -5.01109 6.19736 0.081
H 2.59963 -6.52973 5.17346 0.102
H 4.45791 -2.73766 1.43892 0.032
H 4.39228 -4.28148 2.01374 0.061
O 0.82664 2.74771 4.57198 -0.075
H 1.25211 2.34489 3.82276 0.004
H 0.88410 3.70775 4.54177 -0.001
O 0.37932 0.05559 -2.44503 -0.117
H -0.03053 0.21759 -1.55037 -0.001
H 0.80364 0.91211 -2.62963 0.004
O -1.30955 2.82788 2.78507 -0.107
H -0.85547 2.80152 3.64586 0.001
H -1.02121 2.02863 2.36697 -0.082